C14H10N6OOsS2 | ωB97M-V/def2-TZVPD

Last column: Löwdin spin population.
Geometry (Å):
1 Os -0.9394 0.9302 0.8957  3.6530
2 O 0.6005 1.1901 2.2346  0.2188
3 N 1.6900 1.9149 1.8827  0.0241
4 C 2.6119 2.0902 2.8568  0.0067
5 C 3.7535 2.7904 2.5963  0.0082
6 C 3.9367 3.3204 1.3149  0.0064
7 C 2.9745 3.1394 0.3538  0.0158
8 C 1.8052 2.4190 0.6343  0.0447
9 S 0.5554 2.2127 -0.5428  0.3047
10 H 2.3533 1.6487 3.8066  0.0006
11 H 4.4836 2.9245 3.3796  0.0004
12 H 4.8318 3.8793 1.0808  0.0002
13 H 3.0830 3.5510 -0.6390  0.0031
14 N 0.9432 -1.7886 2.1549  0.0091
15 C 0.4321 -2.0003 0.9363  0.0288
16 N -0.2803 -1.1126 0.2695  0.1529
17 C -0.6816 -1.6273 -0.9806  0.0119
18 C -1.4333 -0.9614 -1.9399  0.0108
19 C -1.7589 -1.6285 -3.1080  0.0004
20 C -1.3380 -2.9388 -3.3301  0.0016
21 C -0.5787 -3.6066 -2.3851  0.0009
22 C -0.2600 -2.9323 -1.2166  0.0051
23 S 0.6771 -3.5148 0.1351  0.0149
24 H 0.8723 -0.8791 2.5819  0.0026
25 H 1.4133 -2.5268 2.6469  0.0002
26 H -1.7661 0.0588 -1.7903  0.0064
27 H -2.3531 -1.1224 -3.8560  0.0000
28 H -1.6061 -3.4400 -4.2492  0.0001
29 H -0.2469 -4.6216 -2.5537  0.0002
30 N -6.2634 -0.4440 -2.0869  0.0501
31 C -5.6975 0.1662 -1.2898  0.0095
32 N -5.0630 0.8540 -0.3624  0.1179
33 C -3.9170 0.9381 0.0471  0.1026
34 N -2.8341 1.1174 0.5225  0.1874

**2S+1**: 6
**E_HOMO (alpha / beta)**: -11.459 / -11.840 eV
**Electronic energy**: -49796.346 eV
**F_max**: 0.4 eV/Å
**LUMO energy (alpha / beta)**: -3.50 / -5.55 eV
**Net charge**: +1

C35H21AuF15GeO2S2Si2 | ωB97M-V/def2-TZVPD

Last column: Löwdin spin population.
Geometry (Å):
1 Au -0.2594 -0.3738 -0.3894  0.5007
2 C -3.6276 -2.2050 -1.0743  0.0650
3 Si -2.9202 -0.5302 -0.5601  0.3108
4 C -3.7729 0.1387 0.9801  0.0575
5 C -3.1591 0.7983 -1.8880  0.0520
6 C -4.2120 1.6762 -1.7456  0.0106
7 C -4.3002 2.8410 -2.4652  0.0064
8 C -3.4888 3.1188 -3.5941  0.0050
9 C -2.4685 2.1601 -3.8631  0.0114
10 C -2.2667 1.0912 -2.9550  0.0461
11 Si -0.5659 0.2848 -2.8890  0.2976
12 C 0.5847 1.5493 -3.6331  0.0588
13 C -0.5311 -1.3332 -3.9143  0.0607
14 H -4.7224 -2.1488 -1.2220  0.0121
15 H -3.4540 -2.9283 -0.2702  0.0015
16 H -3.1100 -2.5673 -1.9679  0.0002
17 H -4.9382 0.1069 1.0003  0.0119
18 H -3.5040 1.1693 1.0621  -0.0004
19 H -3.4096 -0.4018 1.8722  0.0031
20 H -4.9540 1.5248 -0.9799  0.0009
21 H -4.9820 3.5387 -2.0904  0.0006
22 H -3.5959 4.0208 -4.1827  0.0006
23 H -1.7406 2.2893 -4.6982  0.0011
24 H 0.2980 1.7662 -4.6322  0.0104
25 H 1.5798 1.1086 -3.6550  0.0006
26 H 0.6663 2.5059 -3.1550  0.0003
27 H -0.9413 -1.2678 -4.9485  0.0115
28 H -1.1574 -2.0215 -3.3656  0.0022
29 H 0.4439 -1.7924 -3.9907  0.0004
30 F 1.0553 1.5613 5.0635  0.0005
31 C 0.6969 2.7632 4.6908  0.0016
32 C 0.7042 3.2342 3.3968  0.0091
33 C 0.4124 4.5474 3.2268  0.0016
34 F 0.5184 5.0917 2.0172  0.0026
35 C 0.1866 5.3943 4.3069  0.0000
36 F 0.0570 6.6940 4.0738  0.0000
37 C 0.1407 4.9197 5.6177  0.0003
38 F -0.0437 5.8170 6.6531  0.0001
39 C 0.4094 3.5833 5.7854  0.0003
40 F 0.3965 3.1046 7.0145  0.0001
41 Ge 0.8807 2.0168 1.8614  0.0396
42 S -0.5289 2.0778 0.2592  0.1587
43 C 0.9904 0.2885 2.7634  0.0123
44 C 2.0316 -0.6098 2.8233  0.0029
45 F 3.2141 -0.1628 2.3726  0.0004
46 C 1.9704 -1.9348 3.1984  0.0019
47 F 2.9591 -2.8176 3.1679  0.0008
48 C 0.7321 -2.4491 3.4631  0.0014
49 F 0.5972 -3.7205 3.7769  0.0003
50 C -0.4131 -1.5914 3.4372  0.0050
51 F -1.6132 -2.0946 3.8065  0.0006
52 C -0.2414 -0.2685 3.0931  0.0139
53 F -1.3008 0.5673 3.0906  0.0023
54 C 2.8114 2.3556 1.2703  0.0010
55 C 3.1974 2.0498 -0.0257  0.0013
56 F 2.2888 1.8050 -0.9968  0.0068
57 C 4.5001 2.1443 -0.4594  0.0000
58 F 4.8341 1.9006 -1.7358  0.0000
59 C 5.4898 2.6015 0.3977  0.0003
60 F 6.7494 2.6931 -0.0646  0.0001
61 C 5.1697 2.8702 1.7061  0.0000
62 F 6.1781 3.2743 2.4916  0.0000
63 C 3.8881 2.7177 2.1016  0.0002
64 F 3.5737 2.8745 3.4013  0.0002
65 O -0.7498 -6.9335 -4.4676  0.0002
66 C -0.0976 -7.1067 -3.2958  0.0006
67 O 0.1677 -8.1942 -2.8751  0.0007
68 C 0.2520 -5.8521 -2.5535  0.0041
69 C -0.7195 -4.8884 -2.2599  0.0002
70 C -0.3516 -3.7493 -1.5511  0.0086
71 C 0.9598 -3.5476 -1.1163  0.0103
72 S 1.4196 -2.1656 -0.1048  0.1539
73 C 1.9239 -4.5376 -1.4089  0.0060
74 C 1.5744 -5.6533 -2.1174  -0.0001
75 H -0.8615 -5.9905 -4.5264  0.0000
76 H -1.7500 -4.9761 -2.6554  0.0002
77 H -1.0835 -2.9993 -1.3381  0.0081
78 H 3.0159 -4.4322 -1.1321  0.0012
79 H 2.3171 -6.3909 -2.4297  -0.0001

**2S+1**: 3
**E_HOMO (alpha / beta)**: -3.756 / -5.419 eV
**Electronic energy**: -179127.811 eV
**Energy above the lowest of the compared OMol25 structures with the same formula, charge and spin**: 23.6 kJ/mol
**F_max**: 2.9 eV/Å
**LUMO energy (alpha / beta)**: 2.09 / 0.49 eV
**Net charge**: -1

C4H7NO2S | ωB97M-V/def2-TZVPD

Last column: Mulliken charge in e.
Geometry (Å):
1 O 2.2026 0.4607 -2.2758  -0.5302
2 C 1.3459 0.4516 -1.4263  0.0300
3 N 0.0895 -0.0346 -1.7221  -0.1200
4 C -1.1365 -0.0003 -1.0526  0.4424
5 O -2.1505 -0.0991 -1.6979  -0.5791
6 C -1.0823 0.1975 0.4469  -0.4300
7 C -0.0991 -0.7171 1.1841  -0.8842
8 S 0.4311 -0.1150 2.8114  -0.2007
9 H 1.5769 0.8206 -0.4217  0.3715
10 H -0.0240 -0.1603 -2.7198  0.2507
11 H -2.0705 0.0526 0.8660  0.3707
12 H -0.7577 1.2461 0.4915  0.2945
13 H 0.7867 -1.1218 0.7106  0.4359
14 H -0.6753 -1.6018 1.3143  0.4188
15 H -0.6494 -0.4736 3.5166  0.1298

**E_HOMO**: -9.688 eV
**Electronic energy**: -20681.882 eV
**Energy above the lowest of the compared OMol25 structures with the same formula, charge and spin**: 82.5 kJ/mol
**F_max**: 1.6 eV/Å
**Structure (SMILES)**: O=CNC(=O)CCS
**LUMO energy**: 0.55 eV

C25H38N2O4 | ωB97M-V/def2-TZVPD

Last column: Mulliken charge in e.
Geometry (Å):
1 C -9.0634 -3.5425 -1.0610  -0.9136
2 O -7.7768 -3.6123 -0.3954  -0.4422
3 C -7.5379 -2.3910 0.3992  -0.5391
4 C -7.1426 -1.2872 -0.3754  -1.0003
5 C -6.8249 -0.3115 0.4646  0.9773
6 O -7.0589 -0.3357 1.8692  -0.7647
7 N -6.4804 0.8935 0.2369  0.0921
8 C -6.0573 1.2679 -1.4329  -1.2818
9 H -6.4793 0.4808 -2.0416  0.5356
10 C -4.4746 1.2927 -1.4645  -0.7465
11 H -4.3064 1.7627 -2.4707  0.2776
12 H -4.1736 0.4756 -1.2959  0.6878
13 C -3.9685 2.2724 -0.6538  0.0386
14 C -4.4175 2.3172 0.9455  -0.6719
15 C -5.9711 2.0767 0.8187  -1.5026
16 H -6.3698 1.8182 2.0805  0.3362
17 H -6.3973 2.8634 0.6721  0.6986
18 H -4.1599 3.0210 1.6022  0.6866
19 H -3.8885 1.4339 1.2597  0.2535
20 O -2.6401 2.7784 -0.5755  -0.3900
21 C -1.6525 1.8473 -0.5116  0.7389
22 C -0.4492 2.4515 -0.5435  -0.8183
23 C 0.7921 1.7166 -0.4148  -0.3532
24 C 0.6261 0.3612 0.2127  0.2778
25 C -0.5763 -0.0292 0.0504  -0.6776
26 C -1.6293 0.5823 0.0713  0.2619
27 H -2.6553 -0.0703 0.3113  -0.0391
28 H -0.6328 -1.0463 0.6342  0.1294
29 C 1.8105 -0.6019 0.3159  0.1743
30 O 2.0461 -1.6284 -0.3742  -0.7044
31 N 2.8302 -0.0472 1.0523  0.4366
32 C 2.6319 0.9615 1.8379  -1.2825
33 H 1.6434 1.2955 2.0710  0.5113
34 H 3.1936 1.7251 1.5662  0.4471
35 H 3.0124 0.6730 2.9607  0.2632
36 C 4.0854 -0.7160 1.2799  -2.1128
37 H 4.2234 -1.1563 2.1279  0.8314
38 C 5.2599 -0.1506 0.9629  -0.0109
39 H 5.0446 0.1584 -0.3214  0.1452
40 C 6.3991 -0.9112 0.8579  -1.2183
41 C 7.8345 -0.3969 0.3957  0.7578
42 C 7.5731 0.0244 -1.0440  -0.8887
43 C 8.9940 -0.4857 -1.8060  -0.6553
44 H 8.9809 -1.5481 -2.3156  0.2838
45 H 9.3682 0.3475 -2.6216  0.3143
46 C 10.1449 -0.6365 -0.6181  -0.8040
47 H 10.4322 0.3014 -0.2543  0.3639
48 H 10.9815 -1.3623 -0.7441  0.3249
49 C 9.0665 -1.0366 0.3442  -0.7114
50 H 9.2953 -0.9662 1.5114  0.2421
51 H 8.8730 -2.1363 0.2029  0.2617
52 H 7.5247 1.0458 -1.5307  0.2342
53 H 7.1157 -0.5760 -1.8568  0.2893
54 H 7.9204 0.5488 0.8656  0.2527
55 H 6.4701 -2.0201 0.3014  0.1448
56 H 6.7332 -1.2354 2.0112  0.1400
57 H 5.4021 0.6807 1.2050  1.3230
58 H 3.8211 -1.8395 0.7367  0.2414
59 H 1.7996 2.1065 -0.6825  0.4057
60 H -0.1132 3.3427 -0.8080  0.5506
61 H -4.3800 3.3258 -0.9691  0.2887
62 H -6.4389 2.1869 -1.5359  0.5485
63 H -7.9238 -0.8996 -1.1007  0.3000
64 H -6.4681 -1.5744 -0.8213  0.8555
65 H -8.5785 -2.3257 1.0270  0.2768
66 H -6.8898 -2.8654 1.1743  0.2558
67 H -9.9737 -3.4330 -0.4510  0.3134
68 H -9.1773 -4.3994 -1.4808  0.4390
69 H -9.2023 -2.8628 -1.8636  0.3203

**E_HOMO**: -8.551 eV
**Electronic energy**: -37686.913 eV
**Energy above the lowest of the compared OMol25 structures with the same formula, charge and spin**: 2569.7 kJ/mol
**F_max**: 16.0 eV/Å
**LUMO energy**: 0.42 eV